Record 1
Formula: C47H56MnN7OSSiTe
Source: the Open Molecules 2025 dataset
Level of theory: the ωB97M-V functional and the def2-TZVPD basis

HOMO energy (alpha / beta) = -9.166 / -9.274 eV
energy relative to the best compared isomer or geometry (same formula, charge and spin) = 0.0 kJ/mol
orbital gap (alpha / beta) = 7.3 / 7.4 eV
total energy = -119450.150 eV

```
! RIJCOSX wB97M-V def2-TZVPD def2/J DEFGRID3
* xyz 1 6
N -1.151 0.738 -2.039
C -1.740 3.066 -1.559
C -4.690 -1.815 -5.774
C 2.695 3.881 -0.008
H -2.619 -1.373 -6.030
H -4.000 -1.170 -1.022
H 0.469 -1.709 4.233
H -2.019 -2.076 -1.367
C -1.346 5.414 -1.236
C -5.759 -1.801 -4.892
H 0.976 -6.844 -3.639
H -2.570 -1.242 5.576
H -0.570 1.480 6.839
H -2.948 -0.619 7.185
H -5.252 0.009 -1.400
C -2.194 4.086 0.582
H -1.095 -3.948 2.806
C 7.518 2.474 1.109
H -2.411 -1.308 3.134
C -5.584 -1.332 -3.599
C 3.126 -1.198 -2.015
C -3.455 -1.370 -5.337
H -0.922 3.425 8.359
N 1.328 2.122 0.119
H 3.334 -4.323 -0.779
H -1.037 4.373 -3.098
C 4.807 2.674 0.654
H 1.808 -1.598 3.082
H 0.434 3.241 4.703
C -2.723 0.911 5.678
C -0.207 2.463 6.561
H 6.996 1.938 3.118
C 0.239 -4.881 -4.148
H -1.800 6.183 0.724
Te -1.276 -0.309 -3.778
H -3.137 -3.152 -2.236
C 2.002 -0.764 -1.326
C 1.881 -2.862 -0.203
H -2.543 3.999 1.601
H 4.549 2.128 2.707
C -2.360 -0.439 6.282
N 0.276 -1.091 0.405
N 10.073 2.271 1.533
C -0.437 -3.698 1.964
C 8.942 2.361 1.345
C 2.974 -3.310 -0.932
H 0.549 4.050 -0.471
H -3.550 0.427 -1.597
H 3.621 -0.521 -2.706
C -1.340 4.302 -2.061
H -2.387 0.781 3.598
H -0.866 -4.147 1.065
O -2.269 1.965 -3.593
C 0.902 -3.824 -4.756
N -2.018 1.219 4.423
C -0.441 -2.238 -3.554
C 3.624 -2.480 -1.836
H -1.299 -0.490 6.540
H -6.432 -1.301 -2.922
C 5.691 2.935 -0.380
C -1.774 5.307 0.086
N 3.395 2.760 0.415
H -4.818 -2.154 -6.794
C -0.968 2.002 4.150
Si -0.301 -1.841 1.848
C 6.622 2.214 2.140
C 1.414 3.471 -0.178
N -0.228 2.595 5.099
H 1.581 -0.563 -4.573
C 5.261 2.319 1.913
C 7.052 2.839 -0.152
C -2.173 2.964 -0.243
C -2.130 -3.058 -1.822
H 0.759 -0.189 3.344
H 7.757 3.036 -0.948
H 1.696 -4.035 -5.467
C -0.972 3.567 7.278
H 5.309 3.203 -1.358
S -0.562 2.368 2.514
H 3.168 4.846 -0.110
H 4.485 -2.828 -2.395
C -3.280 -0.928 -4.025
H 2.811 0.723 0.746
C -1.084 -3.290 -2.881
H 2.346 -1.827 -5.519
C -4.278 -0.369 -1.709
C 1.382 -1.424 -5.208
H -0.543 4.543 7.043
H -2.773 -1.835 1.492
H -2.021 3.585 6.978
C -0.730 -4.592 -3.195
H -2.560 1.713 6.384
H 0.530 -4.173 2.154
H -2.215 -0.193 1.789
H 0.840 2.493 6.855
C 1.352 -1.566 -0.363
C -2.080 -1.231 2.089
H -0.342 -6.842 -4.806
H -3.786 0.928 5.439
H -2.027 -3.799 -1.033
C -4.351 -0.877 -3.129
C -1.746 1.877 -2.468
C 0.772 -1.284 3.270
H -6.735 -2.143 -5.213
H 0.873 -1.070 -6.108
C 0.561 -6.311 -4.499
H 1.630 0.226 -1.521
H -2.612 2.040 0.113
H -1.227 -5.410 -2.676
Mn -0.438 0.823 0.071
H -1.030 6.375 -1.625
H 1.420 -3.534 0.511
H 1.283 -6.367 -5.314
C 2.531 1.727 0.464
C 0.587 -2.497 -4.485
*
```



Record 2
Formula: C47H57AsInN5O6
Source: the Open Molecules 2025 dataset
Level of theory: the ωB97M-V functional and the def2-TZVPD basis

HOMO energy = -7.982 eV
energy relative to the best compared isomer or geometry (same formula, charge and spin) = 85.0 kJ/mol
orbital gap = 7.9 eV
total energy = -135409.349 eV

```
! RIJCOSX wB97M-V def2-TZVPD def2/J DEFGRID3
* xyz 0 1
H -4.227 5.437 -5.335
C -0.348 6.896 -5.795
H -1.145 -5.733 0.312
C -3.287 -4.261 -2.221
H -1.924 -2.600 -2.280
C -3.576 -2.713 0.698
C 3.409 -1.733 -0.423
C -1.452 1.038 3.171
C -0.777 -1.139 2.903
H 3.289 -1.287 2.243
C -0.969 -1.411 4.244
C 0.714 3.380 2.706
In -0.180 0.879 0.131
H -1.147 -4.156 -2.079
N 0.755 2.703 -2.312
H -6.095 5.759 -1.166
H 3.183 5.007 -2.658
C -0.189 4.885 -2.681
C 2.176 4.611 -2.612
H -4.408 5.188 -3.592
H 1.373 -2.271 -0.692
H -6.499 -3.554 -3.093
H 4.168 -1.644 0.360
H 2.446 1.418 0.483
O -1.347 0.317 7.338
C -3.803 4.049 0.666
H 2.246 -3.267 0.498
H -3.650 4.122 2.803
C -4.318 5.946 -4.374
H -4.190 4.201 -1.433
H 3.770 -2.478 -1.138
C -1.978 -5.146 0.700
C -1.200 5.758 -5.255
C -4.189 4.482 1.935
C -2.954 0.401 -1.748
H -1.963 -5.201 1.790
O -2.062 5.971 -1.745
H -1.662 1.989 2.704
H -0.590 4.873 -5.107
O -1.809 -0.136 -2.418
H -0.417 -1.899 2.226
H 1.201 6.506 -2.907
C 2.239 -1.568 2.359
C 1.569 1.977 0.802
H -3.013 1.478 -1.879
H 0.033 3.849 2.001
O 3.236 -0.480 -1.047
H -6.592 -6.025 -3.290
H -2.465 -6.244 -2.152
C -5.674 -5.535 -2.989
H -3.822 -0.073 -2.199
H -1.956 1.673 5.160
C -0.297 3.517 -2.446
C -1.638 0.854 4.529
C -3.126 6.848 -4.090
C 2.452 1.806 3.175
C 1.575 3.181 4.945
H -0.948 7.784 -5.997
C -3.354 -5.651 -2.345
O 1.523 -1.442 1.144
C -1.453 5.700 -2.768
C -0.616 -0.252 -1.743
H 1.788 -0.904 3.092
H 0.429 7.169 -5.079
C -4.502 4.519 -0.447
H -3.705 -2.993 1.746
C -2.707 3.118 0.505
C 3.602 -0.496 -2.414
C -2.022 -3.571 -1.797
C -1.404 -0.392 5.077
H -6.769 6.516 1.096
C 2.450 2.193 4.507
O 0.233 -0.900 -2.291
H -4.349 -3.200 0.103
H -2.940 0.188 -0.681
N -1.015 0.061 2.357
H -3.678 -1.630 0.621
C -5.250 5.365 2.089
H 4.687 -0.574 -2.534
C -5.619 -4.149 -2.879
H -0.744 -2.400 4.626
N -2.060 -1.801 6.950
C 1.074 5.438 -2.757
H -3.016 7.605 -4.868
C -5.941 5.826 0.976
H -4.400 -2.440 -2.425
C 1.576 2.375 2.245
H -2.225 -1.952 7.930
C -5.564 5.399 -0.293
H 3.159 1.057 2.838
N 1.618 3.975 7.424
H -2.918 -5.562 0.334
C -1.598 -0.578 6.561
H 3.138 1.743 5.212
C -1.788 2.335 0.363
H 1.439 2.864 0.184
C 1.597 3.618 6.330
H -5.535 5.696 3.081
H -3.267 7.358 -3.143
H -4.560 -7.363 -2.815
H 2.818 2.590 -2.285
H 3.116 -1.326 -2.936
H 0.040 4.560 4.368
H 2.194 -2.601 2.725
C -4.438 -3.523 -2.501
As -1.784 -3.278 0.158
C 2.099 -2.249 0.116
C 0.712 3.780 4.030
N -1.874 6.094 -4.002
H 0.136 6.599 -6.728
C -4.534 -6.283 -2.724
H 3.242 0.423 -2.869
C 1.971 3.258 -2.402
H -2.394 -2.475 6.288
H -1.966 5.489 -5.982
H -5.241 6.530 -4.390
H -1.282 3.064 -2.358
*
```



Record 3
Formula: C47H57I2N2O8RbSi
Source: the Open Molecules 2025 dataset
Level of theory: the ωB97M-V functional and the def2-TZVPD basis

HOMO energy (alpha / beta) = -1.662 / -2.371 eV
energy relative to the best compared isomer or geometry (same formula, charge and spin) = 236.7 kJ/mol
orbital gap (alpha / beta) = 5.5 / 6.0 eV
total energy = -93754.776 eV

```
! RIJCOSX wB97M-V def2-TZVPD def2/J DEFGRID3
* xyz -2 1
C -1.741 -1.260 -5.146
H 4.238 4.869 4.554
H 0.018 0.224 5.529
H -6.815 -0.127 3.487
O 1.080 4.498 -0.218
H -2.752 -2.836 -6.197
H -0.624 -2.998 -0.828
C 2.287 0.727 -4.128
H -4.253 -0.217 0.973
H 3.613 3.128 0.080
C -4.757 -0.617 3.065
C -2.530 4.328 -4.846
H -4.351 3.678 -2.066
H 6.243 1.961 2.591
C -0.613 -0.265 7.875
C -2.415 -1.953 7.635
H 2.532 5.301 4.469
C -1.455 -1.714 -7.493
H 1.374 2.726 6.973
C 2.635 2.587 4.469
H -1.533 -3.091 0.719
C -3.248 -0.489 5.086
I -0.042 -0.856 0.699
H -4.012 0.280 7.654
H 0.703 3.629 -3.411
H 5.731 0.006 0.312
C -2.050 -2.012 -6.272
C -1.267 -2.472 -0.131
C -1.735 2.301 -3.763
H -2.447 5.053 -5.649
C 1.189 1.159 3.142
C -2.006 -0.512 7.297
H 3.789 1.974 6.902
H 4.292 3.622 7.331
H -1.733 -2.663 7.163
O -2.123 -0.536 1.678
C -2.178 -0.256 2.945
H -2.949 0.334 9.068
C 2.914 3.518 5.648
C 3.309 4.907 5.127
C 4.034 2.129 -0.060
C 4.944 0.078 1.071
N 0.004 0.567 2.821
C 4.547 1.549 1.273
C -3.499 4.489 -3.861
C 4.061 2.952 6.496
H 5.332 -0.342 2.005
H 2.104 -0.334 -4.262
H 4.401 0.518 -4.419
C -2.730 2.475 -2.795
O 1.325 -2.040 -0.551
O -0.679 0.043 -2.279
H 0.127 -0.939 7.438
C -0.836 -0.195 -5.204
N 0.210 4.294 0.675
H 0.599 2.159 4.938
C 1.504 2.934 -3.644
H -5.653 0.955 4.274
C 2.198 1.029 2.136
I -3.091 -2.128 -1.180
H 6.547 2.204 0.866
H -4.910 -2.681 3.743
C 1.428 1.965 4.277
C -0.548 -0.665 -7.574
H 4.595 2.881 3.655
H 1.930 4.357 7.373
O 0.548 4.077 1.845
C -0.997 0.196 3.646
H -4.167 5.342 -3.890
H 4.967 2.824 5.901
H -0.073 -0.431 -8.520
H 3.003 4.470 -3.541
H -5.953 0.038 1.399
C 3.463 1.653 2.350
H 3.266 1.487 -0.487
H -0.906 3.139 -5.566
H 0.844 4.103 5.999
O -1.002 4.237 0.337
C -5.851 -0.084 4.001
H -2.729 1.488 7.737
C -0.936 0.069 5.051
C 1.210 1.582 -3.851
C -2.042 -0.305 5.782
O 1.965 0.388 1.033
H -1.691 -2.301 -8.373
C -0.243 0.081 -6.440
C 3.587 1.203 -4.215
H -3.423 -2.174 7.277
H -0.629 -0.434 8.956
H -2.822 1.734 -2.005
C -3.600 3.559 -2.838
H -5.947 -0.666 4.920
C -3.372 -0.428 3.706
H -6.002 -2.276 2.400
C 1.689 3.682 6.547
C -4.918 0.146 1.743
H -4.715 1.212 1.884
H 5.604 3.397 1.767
Rb 0.112 2.173 -0.692
H 4.865 2.927 -4.073
C 2.806 3.421 -3.728
C -2.985 0.454 7.980
H -4.271 -2.497 2.099
H 4.091 -0.511 0.743
C 5.804 2.328 1.658
H 3.453 5.602 5.961
C -5.001 -2.111 2.814
C -1.661 3.248 -4.792
H -4.140 -0.695 5.667
H 4.859 2.192 -0.777
H -2.393 -2.116 8.718
C 3.848 2.556 -4.019
H -2.194 -1.509 -4.191
O 2.521 -1.649 -0.799
C 3.642 2.389 3.501
Si -0.533 0.825 -3.632
H 0.480 0.887 -6.518
H -0.282 0.760 7.698
*
```



Record 4
Formula: C47H58Cl2N8O4ScSi
Source: the Open Molecules 2025 dataset
Level of theory: the ωB97M-V functional and the def2-TZVPD basis

HOMO energy = -4.885 eV
energy relative to the best compared isomer or geometry (same formula, charge and spin) = 113.8 kJ/mol
orbital gap = 6.7 eV
total energy = -123421.006 eV

```
! RIJCOSX wB97M-V def2-TZVPD def2/J DEFGRID3
* xyz -1 1
C -0.227 -3.612 -1.271
H -0.036 -3.817 3.425
C -1.863 3.674 1.518
H 2.287 -1.603 2.079
C 2.870 2.427 4.402
H 3.348 2.942 5.224
C 5.443 0.534 -2.420
N 1.620 1.147 2.264
N -2.269 0.430 -2.856
H -0.982 5.801 0.422
C 0.601 -2.851 -2.334
C -3.527 4.738 2.896
H 0.795 -1.806 -2.073
H -1.541 4.476 -4.302
C -1.454 3.126 0.159
H -0.709 7.477 -1.363
C -1.333 -3.509 1.673
Sc -0.061 0.076 0.390
C 6.186 -0.490 1.079
H -0.413 -5.728 -0.684
C -1.419 4.192 -0.928
C -1.718 -3.472 -1.619
H -0.053 3.133 2.515
C 4.859 -0.493 1.552
H 2.216 0.724 5.540
C 2.247 1.207 4.574
C -1.104 5.510 -0.614
C -2.657 -2.753 1.438
H 1.104 -0.328 3.601
H 2.711 -4.032 -0.772
C -2.425 1.965 -0.192
H -3.918 -1.612 -5.079
H -3.791 4.289 0.815
C -2.681 4.659 3.996
C -1.107 6.085 -2.949
C 1.765 -3.495 1.141
O -1.892 0.796 -0.125
H 1.158 -5.133 2.466
H -2.331 -4.162 -1.038
Cl 1.778 1.395 -3.602
C 2.834 -3.324 0.050
H -4.778 0.764 -5.044
H -2.496 -2.062 -4.143
C -3.367 -1.401 -4.160
N 3.829 -0.193 0.809
O -3.582 2.209 -0.484
H -0.764 -5.639 1.719
C -1.429 4.086 3.854
H 2.801 -5.263 1.840
C -3.124 4.249 1.666
H -0.765 4.005 4.705
C 3.060 0.828 -2.569
Cl 7.018 0.598 -3.166
H -4.513 5.172 3.001
C 2.230 -2.660 2.337
C -1.415 4.771 -3.267
H 1.174 -5.300 -1.328
H -3.327 -2.900 2.294
C -1.644 -5.009 1.560
H 7.003 -0.745 1.740
N -4.967 -0.352 4.300
H -1.171 -0.275 -5.311
H -1.877 -3.716 -2.679
C -2.031 0.397 -5.277
C -1.894 0.415 3.047
C -0.923 -3.249 3.132
H 1.426 -5.645 0.801
C -1.573 3.824 -2.263
H -1.739 -3.557 3.797
Si 0.051 -2.821 0.490
H -2.070 -5.271 0.588
H -2.881 0.333 -2.053
H -1.135 -1.252 -2.718
C 1.775 -4.965 1.580
N -1.068 -0.252 -2.558
C -2.952 0.072 -4.103
H -4.005 -1.658 -3.311
H -2.388 -5.286 2.318
H 1.585 -2.781 3.211
H 1.574 -3.318 -2.496
H -0.989 6.822 -3.734
N -2.793 0.749 3.872
N 4.013 5.262 2.677
H -1.830 2.801 -2.521
C 2.823 0.450 -1.258
H 0.306 2.686 -0.598
C 4.347 0.867 -3.145
O -0.113 2.591 0.268
C -3.945 0.134 4.051
C 2.229 2.311 2.094
H 4.647 -0.764 2.583
C 5.310 0.168 -1.057
H -0.344 0.102 -3.156
H 4.444 1.181 -4.175
H -3.187 -3.114 0.554
H -2.568 0.293 -6.222
H -3.004 5.031 4.960
H 2.223 2.724 1.093
H -0.735 -2.190 3.319
H -3.900 2.017 -4.141
N -0.967 0.169 2.368
H -2.521 -1.677 1.317
C 3.496 4.255 2.876
H -4.821 0.793 -3.274
C 6.403 -0.159 -0.226
H 7.403 -0.138 -0.640
H 0.088 -2.864 -3.305
H -0.201 -5.453 -2.415
H 3.828 -3.501 0.484
C 1.629 0.609 3.483
C 0.104 -5.105 -1.418
C 4.016 0.135 -0.487
H -1.666 1.424 -5.198
C -1.022 3.595 2.619
H 3.243 -2.969 2.635
O 1.652 0.408 -0.699
C -4.189 0.965 -4.148
H 2.835 -2.316 -0.372
H -2.117 -2.471 -1.435
C 2.862 2.991 3.130
C -0.951 6.453 -1.620
*
```



Question: Which of these has the lowest total energy?
Answer: C47H57AsInN5O6



Question: Which of these has the lowest energy relative to the best compared isomer or geometry (same formula, charge and spin)?
Answer: C47H56MnN7OSSiTe



Question: The lowest total energy belongs to which entry?
Answer: C47H57AsInN5O6